86
Properties=species:S:1:pos:R:3 method="wB97M-V/def2-TZVPD" spin_multiplicity=5 e_lumo_ev="-5.213 / -8.657" gap_ev="6.97 / 5.21" e_tot_ev=-74606.9603 s_squared=6.033 total_charge=+2 de_lowest_kcal_mol=0.0 e_homo_ev="-12.186 / -13.866"
Ir -0.40 0.00 -0.13
Sb -0.47 -0.40 -2.78
P -0.47 -1.78 1.49
P 1.72 -0.10 1.03
O -0.43 2.36 -1.37
O -2.78 3.66 1.72
O -1.52 1.89 0.50
N 1.18 -1.50 1.81
C -3.49 -0.34 -3.10
C -2.18 -0.68 3.35
C 5.77 -1.10 -0.82
C 1.31 1.09 3.51
C 5.70 -0.78 0.53
C -1.15 2.70 -0.44
C -0.61 -2.45 -5.04
C 3.33 -0.46 0.32
C -2.87 5.87 1.00
C 1.98 1.16 2.29
C 4.63 -1.10 -1.60
C 2.75 2.28 1.97
C -1.76 -2.67 5.24
C 0.34 -5.15 -0.60
C 0.65 1.25 -5.11
C 2.20 3.24 4.11
C -2.26 0.41 -3.62
C -1.35 -1.76 3.06
C 1.43 2.13 4.42
C -0.75 -5.96 -0.34
C -2.54 6.79 0.05
C 4.48 -0.45 1.11
C -1.14 -2.76 4.01
C -1.76 -5.51 0.50
C -1.80 6.39 -1.08
C -2.60 -1.59 5.53
C 0.44 -3.89 -0.02
C -1.65 4.11 -0.32
C -1.68 -4.26 1.10
C -1.36 5.05 -1.25
C -0.57 -3.45 0.85
C 2.86 3.32 2.89
C -2.44 4.51 0.83
C 1.13 0.52 -3.86
C -0.54 -2.41 -3.51
C 3.41 -0.77 -1.03
C -2.81 -0.60 4.58
H -4.40 0.12 -3.49
H 4.43 -0.19 2.16
H 0.33 -2.93 -3.12
H 1.13 -5.50 -1.25
H -3.54 -0.33 -2.01
H -1.42 -2.86 -3.04
H -2.17 0.35 -4.70
H 0.21 0.57 -5.84
H -2.45 2.73 1.40
H -0.82 -6.94 -0.79
H -0.67 -3.48 -5.39
H -3.45 6.12 1.88
H -2.62 -6.15 0.71
H -1.56 7.13 -1.84
H -0.77 4.76 -2.12
H 1.84 -0.28 -4.10
H -1.49 -1.93 -5.42
H -3.46 0.24 4.80
H 1.74 -2.05 2.45
H -2.86 7.82 0.16
H 6.60 -0.79 1.14
H -0.50 -3.61 3.79
H -1.61 -3.44 5.98
H -0.09 2.02 -4.87
H -2.28 1.46 -3.34
H 4.69 -1.34 -2.65
H 0.93 2.07 5.38
H 0.28 -2.01 -5.49
H 1.49 1.75 -5.60
H 2.51 -0.76 -1.64
H 2.30 4.05 4.83
H 0.72 0.22 3.76
H -2.34 0.09 2.60
H 3.47 4.18 2.65
H -2.47 -3.92 1.76
H 6.73 -1.35 -1.26
H -3.49 -1.38 -3.42
H 3.27 2.34 1.03
H 1.30 -3.27 -0.21
H -3.09 -1.53 6.49
H 1.61 1.20 -3.15


86
Properties=species:S:1:pos:R:3 method="wB97M-V/def2-TZVPD" spin_multiplicity=2 e_lumo_ev="-6.829 / -6.492" gap_ev="5.87 / 6.61" e_tot_ev=-56630.1041 s_squared=0.756 total_charge=+2 de_lowest_kcal_mol=1.5 e_homo_ev="-12.699 / -13.101"
Re -0.20 0.40 0.27
Sb 1.12 2.72 -0.64
N 0.80 0.78 2.29
N -1.02 0.61 -1.72
N 0.23 -2.79 -1.21
N -1.27 -1.09 1.36
N -2.01 1.22 0.56
N 1.57 -0.51 -0.01
C 3.07 3.25 -0.03
C 1.94 -1.02 -1.32
C -4.09 3.37 -1.77
C 3.20 0.90 2.98
C -2.40 -0.61 1.99
C -3.56 2.99 -2.97
C 0.70 -4.15 -0.85
C -3.86 1.23 2.29
C 2.57 -1.76 -3.94
C -1.06 -2.86 -1.90
C 4.52 0.51 2.83
C 3.25 -0.71 -3.33
C -2.52 2.04 -2.99
C -2.60 -2.66 3.23
C -2.04 1.54 -1.78
C -1.94 1.55 -4.19
C -0.95 0.62 -4.12
C 4.85 -0.34 1.78
C -2.59 1.92 -0.54
C 0.38 -0.05 3.47
C -0.50 0.18 -2.87
C 1.59 -2.43 -3.23
C -4.19 -0.77 3.61
C -4.56 0.49 3.29
C -3.08 -1.36 2.96
C -1.49 -3.13 2.58
C -3.61 2.83 -0.55
C 0.55 2.21 2.69
C -2.80 0.69 1.63
C 2.24 0.49 2.07
C 2.93 -0.35 -2.04
C 2.58 -0.27 0.97
C 0.05 4.50 -0.21
C 3.89 -0.73 0.86
C -0.83 -2.30 1.66
C 1.25 -2.07 -1.92
C 1.37 3.01 -2.72
H 3.25 4.26 -0.40
H 0.08 -2.61 1.16
H 3.79 2.56 -0.48
H -0.06 -4.65 -0.25
H -1.80 -3.27 -1.22
H -4.89 4.09 -1.74
H 3.19 3.22 1.06
H 1.22 2.87 2.14
H 0.89 -4.78 -1.73
H 0.99 0.22 4.33
H -0.67 0.14 3.70
H 0.58 5.33 -0.69
H -0.01 4.67 0.86
H 0.40 3.15 -3.20
H 1.97 3.92 -2.83
H 5.27 0.84 3.53
H -5.39 0.96 3.79
H -3.94 3.40 -3.90
H -1.04 -3.49 -2.80
H 5.87 -0.70 1.67
H -0.48 0.22 -5.02
H -1.10 -4.12 2.77
H 4.16 -1.38 0.04
H 3.45 0.49 -1.57
H -1.39 -1.86 -2.19
H 0.52 -1.10 3.27
H 1.63 -4.09 -0.28
H 0.73 2.35 3.75
H -0.48 2.47 2.47
H 4.03 -0.17 -3.87
H 2.91 1.53 3.83
H -4.73 -1.34 4.36
H 1.90 2.17 -3.17
H -4.06 3.17 0.37
H -4.19 2.24 2.09
H -2.30 1.92 -5.14
H -3.12 -3.27 3.96
H -0.96 4.42 -0.63
H 0.30 -0.54 -2.81
H 2.80 -2.06 -4.95
H 1.06 -3.26 -3.69


91
Properties=species:S:1:pos:R:3 method="wB97M-V/def2-TZVPD" smiles="C[N+](=O)[O-].C[N+](=O)[O-].c1ccncc1.c1ccncc1.c1ccncc1.c1ccncc1.c1ccncc1.c1ccncc1.c1ccncc1" e_lumo_ev=0.080 gap_ev=9.21 e_tot_ev=-60626.8983 de_lowest_kcal_mol=2.0 e_homo_ev=-9.135
O -10.36 -4.13 16.67
O -12.19 -5.07 15.93
O -14.42 -4.28 14.23
O -14.38 -6.39 13.87
N -12.70 0.88 17.44
N -13.89 -5.27 13.75
N -16.13 -0.11 19.24
N -11.52 -4.54 16.78
N -12.58 -4.47 21.02
N -15.77 -6.37 18.61
N -9.67 -7.62 14.32
N -6.51 -5.34 21.85
N -10.08 -7.98 19.32
C -11.68 -5.21 23.51
C -13.93 0.70 16.93
C -12.89 -5.66 23.04
C -7.16 -3.17 20.96
C -12.65 -8.33 18.26
C -16.66 -6.18 16.41
C -16.96 -6.47 19.13
C -11.12 -8.05 20.10
C -8.01 -7.27 12.15
C -8.83 -8.38 12.22
C -15.55 -2.82 19.26
C -12.41 -8.31 19.68
C -7.32 -5.91 20.96
C -10.34 -7.98 18.00
C -11.94 -0.98 16.17
C -12.15 -4.35 18.08
C -9.66 -8.47 13.30
C -13.32 -5.30 21.75
C -16.88 -0.99 18.56
C -16.61 -2.34 18.51
C -8.17 -5.17 20.14
C -11.46 -3.96 21.56
C -11.58 -8.16 17.41
C -17.93 -6.15 16.98
C -10.97 -4.25 22.80
C -6.39 -4.03 21.78
C -14.24 -0.45 16.18
C -15.59 -6.30 17.26
C -12.67 -5.17 13.00
C -18.07 -6.31 18.35
C -11.72 0.07 17.00
C -8.12 -3.77 20.16
C -15.20 -0.57 20.03
C -8.87 -6.53 14.26
C -14.86 -1.95 20.09
C -13.27 -1.33 15.78
C -8.03 -6.35 13.17
H -17.72 -0.67 17.98
H -8.86 -3.19 19.62
H -7.41 -5.42 13.13
H -12.93 -3.56 17.97
H -17.03 -6.64 20.18
H -14.22 -5.62 21.28
H -10.96 -7.99 21.16
H -17.31 -3.01 17.99
H -10.74 0.15 17.41
H -13.19 -8.22 20.40
H -13.48 -2.28 15.28
H -10.84 -3.33 20.95
H -9.00 -5.77 15.04
H -14.10 -2.31 20.74
H -14.64 1.53 17.06
H -16.50 -6.16 15.34
H -15.27 -0.53 15.98
H -11.20 -1.70 15.96
H -8.96 -9.05 11.42
H -9.95 -3.89 23.06
H -18.80 -5.96 16.42
H -14.64 0.16 20.65
H -8.80 -5.75 19.47
H -12.22 -4.21 13.30
H -15.26 -3.85 19.24
H -13.65 -8.55 17.91
H -19.05 -6.37 18.75
H -5.58 -3.72 22.45
H -14.59 -6.22 16.88
H -9.48 -7.89 17.35
H -12.78 -5.17 18.38
H -10.29 -9.32 13.40
H -13.02 -5.19 11.95
H -7.39 -7.24 11.25
H -7.17 -2.11 21.07
H -13.45 -6.46 23.51
H -11.68 -8.13 16.39
H -11.98 -5.97 13.27
H -11.53 -4.25 18.94
H -11.41 -5.49 24.52
H -7.28 -7.00 20.93


97
Properties=species:S:1:pos:R:3 method="wB97M-V/def2-TZVPD" e_lumo_ev=-1.827 gap_ev=5.89 e_tot_ev=-349516.0630 de_lowest_kcal_mol=871.4 e_homo_ev=-7.715
Br -1.95 -3.66 -2.90
Br -0.85 1.51 0.92
Br -3.27 2.22 3.55
Br 1.15 -2.53 -4.13
F 2.19 3.20 1.09
F 0.31 -2.08 1.27
F 6.00 -3.66 -1.49
F -2.26 2.40 -3.28
F -3.17 1.90 -0.91
O -0.57 -2.57 -0.72
O -3.25 -0.86 0.32
O 0.95 -1.04 -1.06
O -2.38 -0.41 5.17
O -0.33 0.02 4.69
O -3.71 -0.63 2.48
N -0.13 -1.39 -0.58
N -1.47 -0.34 4.42
N -3.91 -0.36 1.30
C -2.60 4.18 -1.40
C -0.17 -4.33 -2.29
C 2.67 2.17 0.31
C -1.70 3.25 1.44
C -2.21 2.86 -1.16
C 1.95 -0.35 1.45
C 2.86 0.28 2.24
C 2.35 -1.21 4.09
C 0.08 3.51 -1.49
C 3.11 -0.15 3.56
C 3.36 -2.83 0.79
C 1.19 -1.43 2.04
C 3.70 0.07 -1.26
C -1.31 -1.07 -2.59
C 4.82 -3.13 -1.04
C -1.59 5.17 -1.70
C 2.32 0.27 -1.12
C 1.78 1.31 -0.37
C -2.37 1.08 -2.84
C -3.52 -0.68 -1.78
C -3.19 2.89 1.74
C 4.58 0.97 -0.62
C 4.54 -3.31 0.29
C -0.29 4.83 -1.69
C 0.94 -3.31 -2.29
C 1.37 -1.81 3.39
C 3.97 -2.41 -1.89
C -1.62 -0.94 3.04
C -4.97 0.66 0.87
C 2.79 -1.97 -1.42
C -1.24 0.26 -3.04
C -2.44 -1.51 -1.89
C -3.53 0.62 -2.31
C 4.05 1.94 0.17
C -0.85 2.50 -1.22
C -0.96 -0.39 0.19
C 2.45 -2.22 -0.07
H 0.71 1.38 -0.45
H 3.47 1.07 1.82
H -6.00 0.32 1.03
H 1.14 3.35 -1.58
H -0.95 -0.66 1.25
H -1.66 -2.00 3.32
H -1.98 6.17 -1.86
H -0.70 -0.58 2.58
H -1.25 3.81 2.25
H -4.36 1.32 -2.25
H 5.64 0.86 -0.80
H 5.12 -3.90 0.98
H 0.75 -2.59 3.82
H 0.66 -2.37 -1.81
H -0.55 1.52 -0.90
H 2.03 -1.63 -2.11
H -2.56 -0.56 2.65
H -0.51 0.58 -0.02
H -4.45 -1.15 -1.52
H -1.96 -0.73 -0.08
H 1.65 0.08 0.51
H 3.80 0.41 4.17
H -3.49 2.07 1.08
H -1.60 3.93 0.59
H -2.45 -2.54 -1.59
H 1.62 -0.29 -1.72
H 3.07 -3.17 1.77
H 2.55 -1.47 5.11
H -4.84 1.47 1.58
H 4.70 2.72 0.53
H 0.36 5.68 -1.84
H -0.40 -1.63 -2.76
H 1.82 -3.80 -1.88
H 4.08 -0.65 -1.97
H -0.44 0.58 -3.70
H -4.67 1.07 -0.10
H -3.66 4.40 -1.46
H 0.06 -5.23 -2.87
H -3.79 3.80 1.77
H 4.23 -2.42 -2.94
H 1.46 -2.10 0.35
H -0.36 -4.62 -1.25


98
Properties=species:S:1:pos:R:3 method="wB97M-V/def2-TZVPD" e_lumo_ev=0.440 gap_ev=4.17 e_tot_ev=-227663.0035 total_charge=-1 de_lowest_kcal_mol=13.6 e_homo_ev=-3.732
I -1.68 -3.62 -1.70
Se 2.70 4.22 -1.90
Se 1.73 -0.83 -3.80
K 0.40 -1.03 -0.96
P -0.52 1.26 1.27
O 0.32 1.78 -5.26
O 1.63 -0.41 0.80
O 0.22 -3.86 4.34
O -8.31 -0.38 0.14
O -7.50 1.42 -0.69
O 4.49 3.02 -5.10
N 3.62 -0.64 3.74
N -2.24 -1.55 1.13
N -7.38 0.32 -0.20
N -2.48 0.15 -0.96
N 0.95 -3.21 0.26
N -1.38 3.96 1.50
N 0.64 3.37 2.75
N 0.72 3.61 0.33
C 2.32 -6.32 -1.19
C 1.03 -4.39 -0.50
C -3.23 -2.98 2.78
C 3.25 -0.29 2.53
C -3.48 -1.16 0.76
C 0.24 -5.84 -2.27
C -3.75 1.55 -2.41
C 2.93 2.38 -2.61
C -5.91 -1.13 1.00
C -6.02 -0.19 0.04
C 3.97 0.85 1.87
C 0.49 2.18 0.02
C -4.63 -1.63 1.39
C 2.15 -5.21 -0.39
C -0.61 4.12 2.74
C -4.49 -2.58 2.42
C 0.92 2.29 -4.08
C 2.84 0.68 -4.46
C 3.06 3.10 -5.02
C 2.16 -0.94 1.82
C -4.87 0.31 -0.69
C 2.16 -2.53 3.68
C 1.44 3.77 1.63
C 1.29 -3.28 1.50
C 0.07 -4.73 -1.46
C -3.61 -0.20 -0.33
C 1.77 -2.21 2.35
C 2.44 2.11 -4.03
C 1.36 -6.64 -2.14
C -2.13 -2.43 2.10
C 1.64 -3.75 4.38
C -1.86 2.58 1.36
C -4.91 1.21 -1.77
C -2.55 0.99 -1.97
C -0.56 4.37 0.39
C 3.03 -1.70 4.33
C 0.39 1.92 2.76
H -2.51 2.35 2.21
H 1.36 -4.28 1.96
H 4.99 0.54 1.62
H -0.51 -6.08 -3.01
H 0.01 2.14 -0.97
H 4.05 1.70 2.55
H 0.50 1.77 -3.21
H 2.02 -4.67 3.94
H 0.43 0.82 -5.20
H 3.21 -6.93 -1.10
H -1.62 1.22 -2.49
H -0.31 5.42 0.47
H 0.67 3.35 -4.01
H 3.48 1.16 0.95
H 2.43 1.67 -1.95
H 1.41 3.95 -0.53
H -3.07 -3.71 3.56
H -2.48 2.52 0.46
H -6.80 -1.48 1.50
H -1.12 -2.73 2.36
H 3.88 0.50 -4.18
H 1.49 -7.50 -2.79
H -0.37 5.18 2.85
H 3.31 -1.89 5.36
H 1.47 1.71 -0.07
H 2.93 -4.92 0.31
H -1.23 3.81 3.58
H -5.85 1.63 -2.10
H -1.08 4.20 -0.56
H 2.79 0.62 -5.54
H -0.13 -2.98 4.54
H 1.35 1.40 2.85
H 2.36 3.18 1.56
H -0.19 1.67 3.65
H -5.37 -2.98 2.91
H 1.70 4.82 1.71
H -3.76 2.23 -3.25
H 2.77 4.11 -4.74
H 3.99 2.15 -2.54
H 4.83 3.33 -4.26
H 1.99 -3.73 5.42
H 2.68 2.89 -6.02